1.
The following is a DFT calculation (the ωB97M-V functional and the def2-TZVPD basis) of a molecular structure, C21H45N11O2PtSbSi4Te.

Each line ends with the Löwdin charge.
Element x y z (Å)
Pt1 -0.393 0.628 -0.762  0.392
N1 2.347 0.397 1.320  0.148
C1 1.246 1.072 1.787  -0.490
N2 1.105 1.485 3.036  0.033
N3 -0.106 2.071 3.062  -0.086
N4 -0.662 2.017 1.906  -0.120
N5 0.193 1.402 1.049  -0.185
C2 2.323 -0.412 0.203  -0.501
N6 3.219 -1.356 -0.003  0.031
N7 2.885 -1.870 -1.210  -0.071
N8 1.855 -1.279 -1.688  -0.098
N9 1.466 -0.312 -0.819  -0.156
H1 3.003 0.112 2.028  0.136
O1 -6.414 -0.788 0.418  -0.043
C3 -5.938 -1.535 1.533  -0.244
N10 -4.514 -1.653 1.485  0.096
C4 -3.926 -2.817 1.073  -0.426
O2 -4.582 -3.814 0.825  0.055
C5 -2.434 -2.827 0.970  -0.119
C6 -1.852 -3.924 0.343  -0.008
C7 -0.480 -3.972 0.218  -0.038
C8 0.269 -2.925 0.735  -0.136
N11 -0.268 -1.869 1.342  0.078
C9 -1.594 -1.825 1.448  -0.108
H2 -7.202 -1.212 0.069  0.082
H3 -6.329 -2.550 1.516  0.120
H4 -6.233 -1.032 2.457  0.122
H5 -3.962 -0.813 1.510  0.105
H6 -2.495 -4.705 -0.040  0.119
H7 0.013 -4.797 -0.277  0.107
H8 1.349 -2.924 0.645  0.087
H9 -1.976 -0.950 1.968  0.106
C10 -3.924 2.013 0.696  -0.292
Sb1 -2.294 2.203 -0.645  1.163
C11 -1.659 4.178 -0.198  -0.296
C12 -3.411 2.651 -2.388  -0.320
H10 -4.457 2.964 0.713  0.012
H11 -3.541 1.804 1.695  -0.001
H12 -4.605 1.235 0.357  -0.012
H13 -2.400 4.877 -0.587  0.006
H14 -0.693 4.370 -0.663  0.003
H15 -1.567 4.275 0.880  -0.005
H16 -4.219 3.331 -2.110  0.010
H17 -3.817 1.738 -2.817  -0.020
H18 -2.764 3.135 -3.115  -0.014
C13 -0.713 -3.318 -5.876  -0.229
Si1 0.620 -1.990 -5.745  0.316
C14 1.340 -1.726 -7.475  -0.220
C15 2.012 -2.604 -4.646  -0.217
Si2 -0.393 -0.046 -4.911  0.031
Te1 -1.473 -0.706 -2.749  0.370
Si3 -2.124 0.557 -6.389  0.324
C16 -1.730 0.162 -8.194  -0.228
C17 -2.510 2.404 -6.325  -0.212
C18 -3.705 -0.368 -5.947  -0.236
Si4 1.169 1.687 -4.768  0.332
C19 2.831 1.090 -4.136  -0.206
C20 0.550 3.095 -3.684  -0.220
C21 1.445 2.352 -6.519  -0.218
H19 -0.288 -4.245 -6.271  0.025
H20 -1.526 -3.007 -6.537  0.011
H21 -1.142 -3.528 -4.894  0.017
H22 1.743 -2.670 -7.855  0.026
H23 2.164 -1.007 -7.443  0.017
H24 0.604 -1.360 -8.191  -0.003
H25 2.072 -3.695 -4.703  0.028
H26 1.866 -2.323 -3.603  -0.026
H27 2.972 -2.197 -4.974  0.024
H28 -0.780 0.600 -8.510  0.018
H29 -2.518 0.562 -8.838  0.025
H30 -1.673 -0.916 -8.361  0.016
H31 -1.674 3.013 -6.674  0.010
H32 -2.750 2.711 -5.309  -0.002
H33 -3.377 2.626 -6.955  0.029
H34 -3.529 -1.439 -5.829  0.018
H35 -4.451 -0.224 -6.735  0.026
H36 -4.114 -0.005 -5.002  0.008
H37 2.731 0.522 -3.212  0.001
H38 3.484 1.949 -3.952  0.030
H39 3.317 0.443 -4.871  0.024
H40 0.326 2.721 -2.681  -0.022
H41 -0.357 3.546 -4.095  0.017
H42 1.316 3.871 -3.599  0.031
H43 1.650 1.540 -7.222  0.014
H44 2.304 3.028 -6.531  0.026
H45 0.579 2.903 -6.892  0.007

Summary:
LUMO level   2.2 eV
Total charge   -1
HOMO-LUMO gap   6.691 eV
Energy above the lowest of the compared OMol25 structures with the same formula, charge and spin   0.235 eV

---

2.
The following is a DFT calculation (the ωB97M-V functional and the def2-TZVPD basis) of 2 unconnected molecules or ions with the total composition C21H45N2O2PSSi at a distorted geometry.

Each line ends with the Löwdin charge.
Element x y z (Å)
C1 0.891 -5.005 3.563  -0.061
C2 1.308 -4.028 2.268  -0.408
C3 0.316 -4.552 1.035  -0.069
C4 0.913 -2.508 2.734  -0.180
C5 1.573 -1.306 1.838  -0.556
P1 0.619 -0.970 0.176  0.430
S1 1.784 -0.095 -1.173  0.162
Si1 1.306 0.335 2.885  0.488
C6 -0.191 0.126 4.139  -0.231
C7 2.857 0.856 3.900  -0.223
C8 0.815 1.853 1.769  -0.260
C9 3.152 -1.677 1.622  -0.167
C10 3.467 -3.230 1.216  -0.426
C11 3.334 -3.429 -0.428  -0.069
C12 5.100 -3.441 1.523  -0.067
N1 2.771 -4.284 2.031  -0.133
O1 2.841 -5.515 1.487  -0.036
H1 0.284 -5.951 3.231  0.080
H2 1.873 -5.397 4.113  0.101
H3 0.216 -4.408 4.346  0.090
H4 0.172 -5.732 1.057  0.094
H5 -0.751 -4.102 1.284  0.097
H6 0.710 -4.276 -0.030  0.058
H7 1.248 -2.396 3.875  0.129
H8 -0.267 -2.431 2.707  0.123
H9 0.180 -2.203 -0.463  -0.023
H10 -0.570 -0.169 0.374  -0.030
H11 0.089 -0.526 5.071  0.045
H12 -1.181 -0.234 3.596  0.053
H13 -0.390 1.224 4.562  0.060
H14 2.767 2.003 4.211  0.065
H15 2.973 0.175 4.849  0.053
H16 3.820 0.741 3.239  0.047
H17 1.592 1.978 0.902  0.025
H18 0.839 2.811 2.479  0.061
H19 -0.307 1.754 1.397  0.036
H20 3.735 -1.468 2.634  0.118
H21 3.695 -1.000 0.802  0.114
H22 2.314 -3.062 -0.868  0.035
H23 4.166 -2.709 -0.890  0.102
H24 3.643 -4.516 -0.787  0.102
H25 5.368 -4.484 1.020  0.098
H26 5.201 -3.525 2.705  0.098
H27 5.748 -2.556 1.117  0.092
C13 -1.940 1.221 -2.037  -0.039
C14 -1.575 2.640 -2.561  -0.458
C15 -2.008 3.728 -1.541  -0.143
C16 -3.505 3.990 -1.536  -0.190
C17 -3.988 4.336 -2.943  -0.141
C18 -3.608 3.261 -3.993  -0.473
N2 -2.157 2.856 -3.928  -0.019
O2 -1.417 3.882 -4.540  -0.028
C19 -4.529 2.023 -3.791  -0.054
C20 -4.028 3.786 -5.407  -0.049
C21 -0.004 2.602 -2.555  -0.073
H28 -1.800 1.157 -0.953  0.059
H29 -2.961 0.913 -2.227  0.048
H30 -1.307 0.452 -2.496  0.080
H31 -1.494 4.673 -1.764  0.125
H32 -1.690 3.449 -0.527  0.113
H33 -4.040 3.121 -1.141  0.105
H34 -3.728 4.824 -0.859  0.114
H35 -5.077 4.479 -2.917  0.124
H36 -3.561 5.306 -3.228  0.123
H37 -4.165 1.157 -4.356  0.093
H38 -5.550 2.223 -4.141  0.083
H39 -4.650 1.737 -2.743  0.059
H40 -3.562 4.741 -5.657  0.073
H41 -5.111 3.950 -5.463  0.081
H42 -3.768 3.059 -6.186  0.088
H43 0.379 1.884 -3.290  0.076
H44 0.373 2.297 -1.571  0.025
H45 0.445 3.580 -2.769  0.078

Summary:
Multiplicity   3
<S²>   2.01
LUMO level (spin up / spin down)   0.3 / -0.6 eV
Total charge   0
HOMO-LUMO gap (spin up / spin down)   8.873 / 8.016 eV

---

3.
The following is a DFT calculation (the ωB97M-V functional and the def2-TZVPD basis) of a molecular structure, C21H46Al2Br2Cl6FN5OP2 at a distorted geometry.

Each line ends with the Löwdin charge.
Element x y z (Å)
C1 1.892 4.089 -0.171  -0.172
P1 3.330 3.199 0.462  1.103
C2 3.626 3.606 2.179  -0.317
C3 4.810 3.704 -0.556  -0.477
C4 5.777 2.624 -0.386  -0.483
N1 6.419 1.666 -0.507  0.168
C5 5.356 5.112 -0.095  -0.679
Br1 7.010 4.942 0.897  0.870
C6 5.555 5.954 -1.264  -0.309
N2 5.823 6.807 -1.981  0.109
H1 1.578 4.785 0.609  0.070
H2 1.072 3.406 -0.376  0.059
H3 2.198 4.588 -1.088  0.067
H4 4.467 3.050 2.583  0.050
H5 3.765 4.684 2.303  0.074
H6 2.673 3.340 2.700  -0.155
H7 4.486 3.706 -1.608  0.050
H8 4.649 5.579 0.579  0.041
Al1 6.041 2.171 -2.865  0.969
Br2 5.030 9.374 -1.234  0.273
C7 2.383 -4.073 1.197  -0.099
C8 3.372 -3.468 0.205  -0.248
C9 4.089 -2.232 0.742  -0.195
C10 3.165 -1.060 1.062  -0.363
C11 2.297 -0.518 -0.061  -0.318
C12 3.098 0.051 -1.224  -0.124
H9 1.578 -3.375 1.446  0.062
H10 1.921 -4.966 0.779  0.077
H11 2.886 -4.358 2.123  0.081
H12 2.856 -3.231 -0.729  0.106
H13 4.124 -4.217 -0.044  0.116
H14 4.843 -1.908 0.022  0.114
H15 4.640 -2.504 1.648  0.121
H16 3.795 -0.225 1.429  0.003
H17 2.496 -1.355 1.906  0.015
H18 1.666 0.280 0.344  0.046
H19 1.619 -1.290 -0.420  0.085
H20 3.752 0.861 -0.887  0.003
H21 2.427 0.460 -1.975  0.051
H22 3.714 -0.712 -1.708  0.088
Cl1 0.979 2.750 3.650  -0.129
Cl2 3.742 8.379 0.178  -0.063
Al2 2.635 0.467 3.211  0.951
Cl3 -0.553 0.278 -1.075  0.641
C13 -2.062 -0.198 -0.254  -0.647
C14 -2.705 0.963 0.454  -0.651
Cl4 -1.731 1.494 1.849  0.527
H23 -1.830 -1.006 0.438  0.070
H24 -2.730 -0.584 -1.020  0.043
H25 -3.683 0.664 0.834  0.061
H26 -2.837 1.811 -0.212  0.075
C15 8.638 6.526 -4.482  -1.015
Cl5 8.322 4.807 -4.138  0.428
Cl6 10.358 6.844 -4.644  0.546
H27 8.140 6.782 -5.409  0.031
H28 8.243 7.114 -3.662  0.008
F1 2.944 2.303 -2.658  -0.565
O1 -5.602 -1.447 1.231  -0.239
P2 -5.746 -2.895 0.860  0.747
N3 -6.206 -2.633 -0.803  -0.290
C16 -7.472 -2.010 -1.163  -0.075
C17 -5.118 -2.073 -1.591  -0.107
N4 -7.027 -3.340 1.913  -0.251
C18 -8.333 -3.798 1.482  -0.092
C19 -7.137 -2.594 3.168  -0.092
N5 -5.439 -4.595 0.503  -0.268
C20 -4.095 -5.034 0.934  -0.108
C21 -5.777 -5.241 -0.765  -0.101
H29 -7.619 -2.088 -2.240  0.100
H30 -7.512 -0.952 -0.875  0.109
H31 -8.314 -2.529 -0.714  0.062
H32 -4.256 -2.751 -1.587  0.086
H33 -4.793 -1.104 -1.198  0.071
H34 -5.418 -1.943 -2.630  0.102
H35 -8.988 -2.957 1.231  0.098
H36 -8.808 -4.358 2.289  0.102
H37 -8.278 -4.477 0.632  0.081
H38 -7.647 -1.637 3.022  0.103
H39 -6.156 -2.396 3.593  0.085
H40 -7.696 -3.183 3.894  0.097
H41 -3.313 -4.639 0.277  0.084
H42 -4.029 -6.120 0.942  0.092
H43 -3.895 -4.685 1.952  0.086
H44 -5.104 -4.969 -1.582  0.088
H45 -6.797 -5.027 -1.074  0.082
H46 -5.706 -6.318 -0.606  0.104

Summary:
LUMO level   -10.9 eV
Total charge   +2
HOMO-LUMO gap   1.308 eV

---

Number 1: total energy -91587.468 eV, molecular weight 1040.4 g/mol. Number 2: total energy -57575.489 eV, molecular weight 448.7 g/mol. Number 3: total energy -281705.269 eV, molecular weight 892.1 g/mol.